The following is a quantum chemistry calculation of 2 unconnected molecules or ions with the total composition C4H12ClN2Si, from the OMol25 dataset.

Values from the calculation:
ΔE to the lowest compared entry with this formula, charge and spin, eV: 1.8607
Charge: +1

XYZ file:
```
20
Properties=species:S:1:pos:R:3:forces:R:3
Cl 2.4478 -2.5822 1.4165 0.583 -0.851 -0.138
Si 0.2395 2.3155 0.6508 -0.820 -1.218 -1.299
N -1.6220 0.4411 -0.6964 -1.193 -1.681 -1.142
N 1.4174 -0.3278 0.5100 -0.191 -0.080 0.102
C 1.5961 -0.7604 -0.8358 4.376 -0.154 1.127
C 1.8102 -1.0296 1.4587 -1.015 1.529 2.936
C -2.3666 -0.8777 -0.8186 1.669 1.361 -0.039
C -1.1204 0.8650 0.3873 1.187 1.822 0.113
H 1.1365 -1.6547 -1.0330 -0.734 -2.751 -0.265
H -0.4007 3.5379 0.1217 0.126 0.018 0.234
H -2.6693 -0.9886 -1.8485 -0.660 0.037 0.045
H 1.6415 -0.5834 2.5106 0.501 -1.077 -1.538
H 0.4821 2.2929 2.1112 0.183 0.012 -0.367
H -1.5661 0.8180 -1.6460 0.751 0.885 0.794
H 1.1222 1.6148 -0.3382 0.076 1.487 0.415
H 2.7458 -0.7976 -1.1036 -2.305 -0.101 0.401
H -1.3339 0.3120 1.2783 -0.387 -0.744 0.274
H -3.0814 -0.8719 -0.0450 -1.293 -0.311 0.397
H 1.1394 -0.1147 -1.4583 -1.272 2.682 -2.252
H -1.6181 -1.6085 -0.6216 0.419 -0.862 0.199
```
Forces are in eV/Å.

natural (NBO) charges, unit e, in atom order:
1 Cl 0.06
2 Si 0.84
3 N -0.44
4 N -0.49
5 C -0.45
6 C 0.09
7 C -0.41
8 C -0.02
9 H 0.21
10 H -0.13
11 H 0.24
12 H 0.21
13 H -0.10
14 H 0.43
15 H -0.11
16 H 0.23
17 H 0.21
18 H 0.23
19 H 0.19
20 H 0.22

=====

The following is a quantum chemistry calculation of a molecular structure, C4H12ClO2P3S, from the OMol25 dataset.

Values from the calculation:
ΔE to the lowest compared entry with this formula, charge and spin, eV: 0.9739

XYZ file:
```
23
Properties=species:S:1:pos:R:3:forces:R:3
Cl 5.0645 -0.4256 0.4618 -0.222 -0.775 0.141
S 3.2755 0.4272 -0.0155 0.569 3.527 -0.005
P 0.5246 0.3559 -0.2725 -0.337 2.205 -1.682
P -3.8809 0.4689 1.1980 0.519 -1.724 -1.911
P -2.2083 1.4153 0.0640 0.883 -2.076 1.489
O 3.3262 1.6529 0.7421 -0.427 -0.879 0.583
O 3.2957 0.6528 -1.4304 -0.176 -1.263 -0.060
C -1.0157 -0.0789 0.4928 -1.323 0.278 0.809
C 1.8254 -0.6010 0.4364 3.689 -3.522 3.090
C 2.2536 -1.9535 -0.2462 -2.622 -0.065 0.020
C -2.8201 0.8486 -1.5569 1.010 1.775 0.476
H -3.5589 0.7308 2.4817 0.217 1.019 1.405
H 1.8845 -0.8563 1.6543 -0.252 1.248 -3.046
H -1.5448 -0.9587 0.1027 0.522 0.155 -0.330
H -3.5402 1.6785 -1.5779 0.190 -0.046 -1.704
H -3.3017 -0.0436 -1.7715 -1.230 -1.971 0.612
H -0.9273 -0.2636 1.5594 -0.145 0.338 0.369
H 0.9724 1.5785 0.4285 -1.012 -1.009 -0.377
H 3.1593 -2.3342 0.1317 0.915 -0.486 0.879
H -4.7027 1.4859 0.8160 -0.958 1.047 0.347
H 1.4568 -2.7284 -0.1993 0.437 0.524 0.428
H 2.4057 -1.8348 -1.2874 0.112 0.512 -1.175
H -1.9435 0.7832 -2.2118 -0.358 1.187 -0.358
```
Forces are in eV/Å.

natural (NBO) charges, unit e, in atom order:
1 Cl -0.20
2 S 2.06
3 P 0.60
4 P 0.01
5 P 0.59
6 O -0.92
7 O -0.90
8 C -1.04
9 C -0.76
10 C -0.64
11 C -0.97
12 H -0.01
13 H 0.27
14 H 0.25
15 H 0.23
16 H 0.23
17 H 0.23
18 H 0.02
19 H 0.23
20 H -0.01
21 H 0.23
22 H 0.24
23 H 0.26

=====

The following is a quantum chemistry calculation of a molecular structure, C4H12CsO2, from the OMol25 dataset.

Values from the calculation:
ΔE to the lowest compared entry with this formula, charge and spin, eV: 6.2263
Charge: +1

XYZ file:
```
19
Properties=species:S:1:pos:R:3:forces:R:3
Cs 0.4063 1.0532 0.1915 -8.702 7.913 4.502
O 2.4199 1.1347 0.3858 9.555 -0.927 -0.297
O -0.0158 -0.6511 -0.9081 -0.492 -6.909 -4.586
C -1.2883 -1.2169 -0.7069 -2.321 -0.762 -2.221
C 3.1331 2.0839 1.0778 1.726 1.656 1.640
C -2.3494 -0.1823 -1.1305 -0.417 0.235 1.241
C -1.4695 -1.7472 0.6710 -0.172 -0.330 1.741
H -1.4217 -1.9904 -1.4632 0.265 -0.639 0.403
H -2.3877 -2.3183 0.8086 -0.144 0.091 -0.559
H -0.7113 -2.4135 1.0824 0.431 -0.059 -0.674
H -1.5530 -0.9871 1.4477 -0.052 0.499 -0.145
H 0.1145 -0.5422 -1.8530 0.083 -0.358 -0.546
H -2.1231 0.7343 -0.5857 -0.481 0.188 -0.233
H 3.8636 2.6151 0.4676 -0.113 0.015 -0.172
H 2.4367 2.8144 1.4894 -0.029 -0.042 0.059
H -3.3336 -0.4997 -0.7862 0.005 -0.085 0.007
H 3.6750 1.5872 1.8826 -0.005 0.339 0.267
H 3.0728 0.4831 0.1198 0.333 -0.579 -0.359
H -2.4684 0.0427 -2.1904 0.530 -0.245 -0.068
```
Forces are in eV/Å.

Löwdin charges, unit e, in atom order:
1 Cs 2.05
2 O -0.75
3 O -0.62
4 C -0.53
5 C -0.17
6 C -0.06
7 C -0.06
8 H 0.15
9 H 0.10
10 H 0.10
11 H 0.07
12 H 0.10
13 H 0.01
14 H 0.10
15 H 0.08
16 H 0.10
17 H 0.10
18 H 0.11
19 H 0.09

=====

The following is a quantum chemistry calculation of a molecular structure, C4H12F5O2S2Tl, from the OMol25 dataset.

Values from the calculation:
Charge: -2

XYZ file:
```
26
Properties=species:S:1:pos:R:3:forces:R:3
Tl -1.0909 -1.2264 -0.9897 -6.667 -2.950 -9.252
S 1.5406 -1.6544 0.6409 -0.688 0.550 -0.831
S -0.9622 1.2999 0.6477 0.094 0.777 -2.317
F -1.3998 -2.0469 0.9715 -2.902 -2.760 2.751
F 0.3767 0.0595 -1.8847 2.257 1.796 -0.102
F -1.8303 0.0217 -2.5686 -2.510 -0.010 -1.210
F -0.7527 -3.2961 -0.8291 -3.850 -5.421 -1.611
F -0.6837 -2.0245 -2.9530 -0.056 -0.720 -0.948
O 0.5296 -2.0329 -0.4336 12.146 -0.543 4.710
O -0.7631 -0.2479 0.6385 -0.391 8.672 4.727
C 1.7394 0.1527 0.4232 1.913 -2.446 2.551
C -1.8263 1.6628 -0.9544 -1.313 2.299 2.881
C 0.7593 -1.5439 2.3172 0.004 -0.424 0.663
C 0.6082 1.9881 -0.0619 -0.176 4.557 -0.760
H -1.3490 1.2490 -1.8427 0.245 -0.387 -0.188
H 2.5226 0.6447 0.9999 0.763 -0.449 0.148
H 0.8517 0.6376 0.8294 1.948 -2.446 0.568
H 1.1263 1.2414 -0.6637 -3.335 3.180 -1.439
H -2.0349 2.7325 -0.9702 0.923 0.757 0.098
H 1.4255 2.2490 0.6104 -0.533 0.522 0.724
H 1.7778 0.4655 -0.6202 2.008 -3.569 0.250
H 0.8279 -2.5186 2.8002 0.589 -0.142 -0.077
H -2.8728 1.4101 -0.7838 0.054 -1.220 -0.219
H 1.3070 -0.7886 2.8807 0.469 -0.035 0.050
H -0.3073 -1.3459 2.4228 0.062 0.191 -0.995
H 0.4807 2.9115 -0.6270 -1.053 0.222 -0.170
```
Forces are in eV/Å.

Löwdin charges, unit e, in atom order:
1 Tl 0.78
2 S 1.00
3 S 1.02
4 F -0.50
5 F -0.47
6 F -0.50
7 F -0.53
8 F -0.56
9 O -0.62
10 O -0.71
11 C -0.34
12 C -0.28
13 C -0.26
14 C -0.36
15 H 0.00
16 H 0.07
17 H -0.04
18 H -0.02
19 H 0.04
20 H 0.05
21 H 0.04
22 H 0.03
23 H 0.04
24 H 0.03
25 H 0.03
26 H 0.06

=====

Number 1: electronic energy -27713.561 eV, gap between HOMO and LUMO 9.47 eV. Number 2: electronic energy -59658.393 eV, gap between HOMO and LUMO 8.81 eV. Number 3: electronic energy -8974.182 eV, gap between HOMO and LUMO 10.47 eV. Number 4: electronic energy -48373.551 eV, gap between HOMO and LUMO 4.55 eV.